The following is a quantum chemistry calculation of the ion C20H30NO3S with charge +1 in a non-equilibrium geometry, from the Open Molecules 2025 dataset.

Last column: Mulliken charge in e.
Atoms and positions in Å:
C 1.2678 2.5993 -0.9088  -1.73
C 2.3987 1.9418 -0.2082  0.36
C 2.9174 2.2824 1.0064  1.17
S 4.2474 1.2470 1.4163  -0.11
C 4.0484 0.4005 -0.0208  -0.01
N 3.0619 0.8740 -0.7685  0.17
C 2.6229 0.1537 -1.9310  -1.15
H 1.8688 0.7079 -2.4857  0.39
H 3.4674 -0.0681 -2.5890  0.32
C 2.0343 -1.2020 -1.4437  1.01
O 2.4100 -1.6956 -0.4139  -0.56
O 1.1414 -1.6413 -2.2804  -0.29
C 0.4292 -2.8596 -1.9710  -0.72
C -1.0749 -2.6060 -1.9733  -1.80
H -1.5587 -3.5736 -2.1161  0.51
H -1.3059 -1.9905 -2.8458  0.47
C -1.6857 -1.9500 -0.7184  2.45
C -1.4984 -2.8279 0.5233  -1.53
C -2.1864 -2.1842 1.7286  0.51
C -1.5737 -0.8094 1.9922  -1.56
C -1.7766 0.0765 0.7638  0.49
C -3.2690 0.2333 0.4843  -1.56
C -3.8764 -1.1438 0.2264  0.53
C -3.6805 -2.0317 1.4530  -1.41
H -4.1748 -1.5871 2.3185  0.51
H -4.1289 -3.0113 1.2786  0.49
C -3.1899 -1.7827 -0.9790  -1.82
H -3.6354 -2.7587 -1.1795  0.48
H -3.3435 -1.1589 -1.8629  0.48
H -4.9453 -1.0374 0.0170  0.20
H -3.7578 0.7033 1.3394  0.53
H -3.4221 0.8777 -0.3847  0.46
C -1.0830 -0.5686 -0.4379  -1.57
H -1.1926 0.0646 -1.3237  0.64
H -0.0198 -0.6651 -0.2052  0.01
H -1.3341 1.0643 0.9500  0.39
H -2.0485 -0.3517 2.8617  0.55
H -0.5066 -0.9123 2.2080  0.46
H -2.0392 -2.8217 2.6063  0.26
H -1.9218 -3.8176 0.3418  0.34
H -0.4365 -2.9521 0.7476  0.55
H 0.6877 -3.5630 -2.7662  0.42
H 0.7853 -3.2467 -1.0146  0.40
H 4.6558 -0.4360 -0.3095  0.43
C 2.5263 3.4039 1.9024  -1.02
H 2.7587 3.1575 2.9378  0.47
H 1.4554 3.5881 1.8151  0.26
C 3.2817 4.6875 1.5192  -0.42
O 2.9872 4.9812 0.1731  -0.45
H 3.3395 5.8489 -0.0501  0.29
H 2.9565 5.4964 2.1833  0.39
H 4.3621 4.5344 1.6542  0.33
H 0.3882 1.9561 -0.9191  0.19
H 1.0235 3.5299 -0.4085  0.36
H 1.5425 2.8444 -1.9327  0.46

Force components x, y, z for each atom (eV/Å):
C -0.10 0.00 -0.02
C -0.08 0.53 0.66
C 0.09 -0.44 -0.24
S -0.45 -0.01 -0.65
C 0.16 0.30 0.27
N 0.78 -0.12 0.54
C -0.46 -0.93 -0.47
H 0.16 0.02 0.09
H -0.09 0.13 0.05
C 0.47 0.67 0.12
O -0.11 -0.23 0.02
O -0.12 0.22 -0.42
C -0.47 -0.66 0.14
C 0.31 0.25 0.29
H -0.03 -0.06 -0.07
H -0.08 -0.04 -0.09
C 0.16 -0.21 -0.43
C -0.06 0.14 0.05
C 0.05 -0.17 0.24
C 0.00 -0.02 -0.05
C 0.13 0.25 0.05
C 0.04 -0.04 -0.02
C -0.27 0.02 -0.07
C 0.05 0.02 -0.05
H -0.06 -0.01 0.06
H -0.06 -0.06 0.03
C 0.03 0.10 0.19
H -0.02 -0.09 -0.07
H 0.00 0.01 -0.11
H 0.05 -0.01 0.01
H -0.04 0.07 0.02
H -0.04 0.06 -0.03
C -0.13 0.04 0.12
H 0.03 0.05 -0.10
H 0.07 0.00 0.01
H -0.02 -0.05 -0.01
H 0.01 0.03 0.08
H 0.06 0.01 0.05
H -0.01 0.03 -0.05
H 0.00 -0.11 -0.04
H 0.09 -0.05 -0.01
H 0.04 0.11 0.12
H 0.01 0.05 -0.15
H 0.01 -0.13 -0.07
C 0.26 0.55 -0.24
H -0.11 0.01 0.05
H 0.00 -0.06 0.10
C 0.03 -0.10 0.45
O -0.11 0.04 -0.23
H -0.01 -0.04 0.00
H 0.07 -0.08 -0.03
H -0.11 0.03 0.05
H -0.09 -0.05 -0.05
H -0.01 0.01 -0.02
H -0.02 0.06 -0.07

Computed properties:
E_tot, eV: -39690.29177
Total charge: +1
HOMO level, eV: -12.29
Multiplicity: 1
Orbital gap, eV: 8.81
Maximum force, hartree/bohr: 0.02210

---

The following is a quantum chemistry calculation of the molecule C2H2INP2 in a non-equilibrium geometry, from the Open Molecules 2025 dataset.

Last column: Mulliken charge in e.
Atoms and positions in Å:
N -1.7046 2.8533 -1.2232  -0.29
C -1.0282 1.9664 -1.0508  0.15
C -0.4560 0.7441 -0.7885  -0.34
P 0.1834 0.3092 1.0574  0.16
P 0.4553 -1.7294 0.5157  -0.16
I 2.7018 -2.0878 1.2529  0.00
H -0.3279 0.1348 -1.6482  0.36
H 0.1762 -2.1907 1.8846  0.12

Force components x, y, z for each atom (eV/Å):
N -1.74 2.99 -0.63
C 0.78 -1.51 0.63
C 2.52 -1.45 5.44
P -1.93 1.98 -4.92
P -0.59 -1.37 0.95
I 1.43 0.01 -0.01
H 0.14 -0.99 -0.34
H -0.62 0.34 -1.12

Computed properties:
E_tot, eV: -30271.98091
Total charge: 0
HOMO level (spin up / spin down), eV: -9.33 / -9.31
Multiplicity: 1
Orbital gap (spin up / spin down), eV: 7.00 / 7.02
Maximum force, hartree/bohr: 0.11998

---

The following is a quantum chemistry calculation of a structure of composition C7H21F5O2P2RhTe in a non-equilibrium geometry, from the Open Molecules 2025 dataset.

Last column: Löwdin spin population.
Atoms and positions in Å:
Rh 0.4773 0.0854 -0.7621  1.82
H -1.2931 -0.2423 0.5059  0.06
H -1.2953 0.4999 0.4192  0.06
P -0.0502 -2.0507 -0.5750  0.24
P -0.0930 2.1937 -0.7870  0.21
C 1.3145 3.2232 -0.2305  0.10
H 1.2501 4.2640 -0.5528  0.02
H 1.3574 3.1759 0.8709  0.00
H 2.2354 2.7745 -0.6219  0.01
C -0.3801 2.7476 -2.5082  0.02
H -1.2672 2.2117 -2.8809  0.00
H -0.5355 3.8185 -2.5892  0.00
H 0.4837 2.4495 -3.1124  0.00
C -1.5003 2.8629 0.1822  0.01
H -1.5422 2.3834 1.1692  0.00
H -1.4135 3.9562 0.3155  0.00
H -2.4351 2.6482 -0.3406  0.00
C 0.0988 -2.9505 -2.1552  0.04
H -0.1727 -4.0084 -2.0454  0.01
H -0.5788 -2.4699 -2.8738  0.01
H 1.1210 -2.8679 -2.5297  0.00
C 1.2080 -2.8247 0.4944  0.10
H 1.0042 -2.5018 1.5281  0.00
H 1.1560 -3.9273 0.4443  0.02
H 2.1925 -2.4896 0.1884  0.01
C -1.6114 -2.6312 0.1776  0.01
H -2.4503 -2.1586 -0.3566  0.00
H -1.6869 -3.7140 0.0947  0.00
H -1.6258 -2.3232 1.2323  0.00
C 2.8900 0.6607 2.0804  0.04
O 3.5764 -0.1490 1.5827  0.03
H -0.7084 -0.2688 -1.6781  0.14
F -0.1614 -1.5398 3.0244  0.16
Te -0.6162 0.0527 4.1245  0.27
F -1.9473 -1.1293 4.7617  -0.01
F -1.9747 0.4622 2.7288  0.18
F -1.5039 1.3461 5.3017  0.18
F 0.4950 -0.6684 5.5900  0.20
O 2.1932 1.4859 2.5875  0.04

Force components x, y, z for each atom (eV/Å):
Rh 1.88 -0.30 1.90
H -0.01 -0.16 0.28
H -0.08 0.02 0.15
P 0.05 -3.10 0.03
P -0.64 3.45 -1.00
C 0.32 -0.45 0.47
H -0.18 -0.06 -0.08
H 0.03 0.06 -0.45
H -0.09 0.23 0.08
C -0.28 -0.49 0.16
H 0.33 0.22 0.04
H 0.01 0.17 0.05
H -0.16 0.08 0.06
C 0.01 -0.12 0.08
H 0.00 0.23 -0.21
H 0.12 -0.50 -0.18
H 0.05 -0.02 0.05
C -0.40 0.28 -0.11
H 0.12 0.26 0.07
H 0.20 -0.24 0.10
H -0.06 -0.02 0.03
C -0.26 -0.32 0.41
H 0.25 -0.15 -0.46
H -0.02 0.37 -0.05
H 0.20 -0.02 0.04
C -0.12 0.96 -0.25
H 0.15 -0.24 0.24
H 0.12 0.01 -0.01
H -0.07 -0.17 -0.29
C -0.29 0.31 0.12
O -1.25 1.52 0.95
H -1.40 -0.01 -1.48
F 0.11 1.78 0.72
Te -3.43 -2.95 1.84
F 1.22 1.10 -0.48
F 1.61 0.07 1.18
F 1.33 -0.88 -1.30
F -0.80 1.11 -1.71
O 1.41 -1.98 -1.01

Computed properties:
E_tot, eV: -54150.52521
Expectation value of S²: 6.02
Total charge: +1
HOMO level (spin up / spin down), eV: -9.69 / -13.86
Multiplicity: 5
Orbital gap (spin up / spin down), eV: 6.58 / 5.30
Maximum force, hartree/bohr: 0.09501

---

The following is a quantum chemistry calculation of a structure of composition C32H22F3N2O2RhSSb in a non-equilibrium geometry, from the Open Molecules 2025 dataset.

Last column: Mulliken charge in e.
Atoms and positions in Å:
Rh -1.0692 0.4101 -0.6643  -0.18
F 0.2714 4.2792 2.7616  -0.19
C -0.8897 3.7817 3.2086  0.47
F -0.9698 4.1052 4.5026  -0.30
F -1.8717 4.4369 2.5824  -0.22
C -0.9884 2.2889 2.9984  -0.28
C -1.3134 1.4536 4.0556  -0.13
C -1.4523 0.0882 3.8369  -0.93
C -1.2679 -0.4003 2.5561  -0.98
N -0.9487 0.3965 1.5486  0.13
C -0.8120 1.7237 1.7253  1.60
S -0.4610 2.5760 0.2620  -0.18
H -1.4682 1.8632 5.0424  0.57
H -1.7153 -0.5681 4.6493  0.47
H -1.3675 -1.4550 2.3316  0.53
C 3.9970 -4.8294 -0.6198  -0.52
C 4.0355 -4.0325 -1.7525  -0.59
C 3.2507 -2.8934 -1.8318  -0.51
C 2.4394 -2.5566 -0.7627  0.59
C 2.3687 -3.3660 0.3586  -0.51
C 3.1581 -4.5009 0.4327  -0.65
Sb 1.3014 -0.7209 -0.8195  1.83
C 2.2734 0.3183 0.8052  0.97
C 2.8611 1.5521 0.5779  -0.34
C 3.4144 2.2542 1.6371  -0.65
C 3.3686 1.7342 2.9203  -0.63
C 2.7656 0.5085 3.1455  -0.76
C 2.2123 -0.1957 2.0895  -0.56
C 2.1768 0.3523 -2.4550  0.06
C 3.5545 0.4560 -2.5841  0.05
C 4.0886 1.1961 -3.6266  -0.76
C 3.2495 1.8232 -4.5346  -0.54
C 1.8733 1.7250 -4.3965  -0.66
C 1.3332 0.9950 -3.3496  -0.63
H 4.6143 -5.7128 -0.5577  0.39
H 4.6759 -4.2959 -2.5805  0.41
H 3.2695 -2.2776 -2.7213  0.47
H 1.6932 -3.1224 1.1691  0.30
H 3.1126 -5.1267 1.3114  0.41
H 2.8900 1.9674 -0.4215  0.44
H 3.8759 3.2128 1.4554  0.42
H 3.7982 2.2829 3.7446  0.44
H 2.7233 0.0958 4.1415  0.47
H 1.7359 -1.1494 2.2712  0.07
H 4.2039 -0.0340 -1.8676  0.55
H 5.1603 1.2863 -3.7257  0.42
H 3.6707 2.4018 -5.3438  0.41
H 1.2259 2.2219 -5.1031  0.43
H 0.2488 0.9182 -3.2211  0.26
O -3.3068 -2.2459 -2.4909  -0.63
C -3.7221 -1.3047 -1.8727  -0.07
N -2.9669 -0.2751 -1.3366  -0.24
C -3.7488 0.5818 -0.6176  0.44
O -3.2385 1.4578 0.0754  -0.56
C -5.1589 0.1803 -0.7503  0.36
C -6.3337 0.7062 -0.2503  -0.46
C -7.4977 -0.0324 -0.4550  -0.47
C -7.4713 -1.2428 -1.1330  -0.45
C -6.2869 -1.7571 -1.6597  -0.46
C -5.1407 -1.0188 -1.4706  0.27
H -6.3378 1.6466 0.2819  0.48
H -8.4376 0.3387 -0.0715  0.41
H -8.3881 -1.8031 -1.2456  0.41
H -6.2596 -2.6977 -2.1836  0.49

Force components x, y, z for each atom (eV/Å):
Rh -1.31 1.58 3.30
F 0.14 -0.14 -0.20
C 0.05 0.28 0.09
F -0.05 -0.20 0.21
F -0.12 -0.09 -0.21
C -0.12 -0.19 0.08
C 0.10 0.10 -0.37
C 0.06 0.03 -0.30
C -0.30 -0.65 0.41
N 0.29 1.05 -1.95
C 0.06 0.19 0.53
S 0.65 -1.31 -0.72
H 0.02 0.07 0.03
H 0.04 -0.17 -0.01
H -0.05 0.02 -0.02
C 0.01 0.01 -0.01
C 0.09 -0.02 0.01
C -0.09 0.22 -0.26
C -0.95 0.28 -0.08
C -0.18 0.03 0.21
C -0.01 0.02 0.09
Sb 1.08 1.18 -0.06
C -0.52 -0.35 -0.48
C 0.06 0.03 -0.15
C 0.04 0.06 -0.05
C -0.01 0.03 -0.01
C -0.05 -0.09 0.10
C 0.00 -0.15 0.04
C -0.50 -0.43 0.44
C 0.09 -0.14 0.10
C 0.08 -0.02 0.06
C -0.05 0.02 0.03
C -0.06 0.10 -0.07
C -0.31 -0.10 0.09
H 0.04 -0.07 -0.02
H 0.05 -0.02 -0.07
H 0.05 -0.04 -0.05
H 0.06 -0.08 0.05
H 0.00 -0.05 0.05
H 0.01 0.07 0.04
H 0.05 0.09 0.00
H 0.04 0.06 0.06
H 0.01 -0.03 0.13
H 0.00 -0.07 0.12
H 0.07 0.04 -0.05
H 0.07 0.00 -0.01
H 0.00 0.01 -0.06
H -0.07 0.03 -0.04
H 0.26 0.06 -0.21
O 0.11 -0.04 -0.08
C -0.44 -0.38 0.08
N 1.35 -0.10 -0.15
C -0.27 -0.80 -0.41
O 0.90 0.19 -0.16
C -0.35 -0.44 -0.18
C 0.15 -0.07 -0.01
C 0.04 0.18 0.04
C 0.04 -0.13 -0.04
C 0.02 0.20 0.01
C -0.20 0.25 0.17
H -0.05 0.01 0.07
H -0.03 0.01 0.01
H -0.06 -0.01 -0.03
H -0.01 -0.13 -0.11

Computed properties:
E_tot, eV: -69142.27830
Total charge: +1
HOMO level (spin up / spin down), eV: -11.61 / -11.50
Multiplicity: 1
Orbital gap (spin up / spin down), eV: 6.18 / 5.92
Maximum force, hartree/bohr: 0.07554